1.
This record from the OMol25 dataset describes C4H6N2 in the gas phase at a distorted geometry. The level of theory is ωB97M-V/def2-TZVPD.

Atoms and positions in Å:
1 N 0.452 -0.125 -0.633
2 H 0.255 1.444 0.679
3 N -2.707 -1.175 -1.443
4 H 2.093 -0.113 1.761
5 C -0.664 0.478 -1.383
6 C 0.565 0.410 0.491
7 H 0.468 -0.371 2.453
8 H -0.948 1.534 -1.181
9 C -1.821 -0.433 -1.357
10 H 0.142 0.269 -2.117
11 C 1.087 -0.447 1.555
12 H 1.077 -1.471 1.174

Cartesian forces (eV/Å) of the 3 atoms listed first:
N -2.12 -0.47 2.46
H -0.43 -0.17 0.25
N 0.98 0.96 0.36

Properties
Orbital gap ... 10.860 eV



2.
This record from the OMol25 dataset describes C4H6N2 in the gas phase at a distorted geometry. The level of theory is ωB97M-V/def2-TZVPD.

Atoms and positions in Å:
1 N 2.503 0.097 -1.354
2 C 0.169 0.029 0.108
3 N 0.550 1.036 0.993
4 C -0.903 -0.974 0.419
5 H -0.958 -0.347 -1.716
6 C -1.083 0.017 -0.702
7 H -1.783 0.832 -0.572
8 C 1.505 -0.302 -0.887
9 H -1.507 -0.841 1.319
10 H -0.668 -2.000 0.173
11 H 1.052 1.728 0.441
12 H 1.124 0.726 1.775

Cartesian forces (eV/Å) of the 3 atoms listed first:
N -1.80 -1.25 0.51
C 2.12 -1.04 -1.70
N -0.13 0.70 -0.03

Properties
Orbital gap ... 10.915 eV



3.
This record from the OMol25 dataset describes a molecular structure, C4H6N2. The level of theory is ωB97M-V/def2-TZVPD.

Atoms and positions in Å:
1 N 1.740 0.653 0.066
2 C 1.884 -0.703 0.105
3 N 0.585 -1.195 0.090
4 H 1.409 -1.495 -0.787
5 H -2.120 -0.960 0.860
6 C -0.313 -0.126 0.053
7 H 0.106 2.047 0.218
8 H 2.521 1.288 0.058
9 H -2.326 0.625 0.095
10 C -1.794 -0.329 0.029
11 C 0.414 1.017 0.109
12 H -2.106 -0.822 -0.897

Cartesian forces (eV/Å) of the 3 atoms listed first:
N 0.12 -0.04 0.07
C -0.01 0.31 0.14
N -0.04 0.00 0.10

Properties
Orbital gap ... 9.870 eV



4.
This record from the OMol25 dataset describes a molecular structure, C4H6N2 at a distorted geometry. The level of theory is ωB97M-V/def2-TZVPD.

Atoms and positions in Å:
1 H -2.339 0.196 0.917
2 H 2.391 -0.618 0.011
3 N -1.346 0.009 0.853
4 H -0.478 -0.046 -2.175
5 H 2.179 -1.430 1.655
6 C -0.424 0.273 -0.070
7 C 1.758 -0.852 0.851
8 H -1.456 1.308 -1.588
9 C 0.499 -0.445 0.880
10 H 0.311 1.446 -1.672
11 N -0.577 -0.612 1.790
12 C -0.518 0.772 -1.452

Cartesian forces (eV/Å) of the 3 atoms listed first:
H 0.05 -0.06 0.08
H 0.04 0.07 -0.10
N 0.76 0.53 -1.02

Properties
Orbital gap (alpha / beta) ... 7.438 / 7.440 eV



5.
This record from the OMol25 dataset describes 2 unconnected molecules or ions with the total composition C4H6N2 at a distorted geometry. The level of theory is ωB97M-V/def2-TZVPD.

Atoms and positions in Å:
1 N 0.612 0.691 1.357
2 H 2.069 -0.747 1.269
3 C -0.447 0.931 -0.735
4 N -0.993 -1.392 -0.767
5 H -0.376 0.807 1.579
6 C -0.965 2.014 -0.881
7 H 0.402 -1.433 1.475
8 H -1.283 3.024 -0.880
9 C 0.998 -0.555 1.193
10 C -0.095 -0.479 -0.957
11 H 0.712 -0.532 -1.699
12 H -0.633 -2.328 -0.954

Cartesian forces (eV/Å) of the 3 atoms listed first:
N 1.63 -2.57 0.27
H 0.08 0.20 -0.96
C -1.36 0.17 -1.39

Properties
Orbital gap ... 10.109 eV



6.
This record from the OMol25 dataset describes C4H6N2 in the gas phase. The level of theory is ωB97M-V/def2-TZVPD.

Atoms and positions in Å:
1 H -2.799 -1.161 0.298
2 N 2.330 0.746 0.127
3 H 1.344 1.032 -1.699
4 C 1.171 0.871 -0.636
5 N -0.881 -1.975 0.168
6 C -0.065 0.743 -0.214
7 H 3.101 1.329 -0.157
8 H 2.189 0.733 1.127
9 C -1.281 0.404 0.149
10 H -1.375 -2.867 0.211
11 C -1.714 -1.013 0.208
12 H -2.021 1.157 0.419

Cartesian forces (eV/Å) of the 3 atoms listed first:
H 0.15 -0.03 -0.01
N 0.02 0.00 0.12
H -0.07 -0.03 0.12

Properties
Orbital gap ... 9.015 eV



7.
This record from the OMol25 dataset describes C4H6N2 in the gas phase at a distorted geometry. The level of theory is ωB97M-V/def2-TZVPD.

Atoms and positions in Å:
1 H 0.276 -1.657 1.267
2 C 0.779 -0.049 -2.415
3 C 0.514 -0.590 1.210
4 H 0.635 -0.205 2.226
5 N 0.337 -0.795 -1.589
6 H 0.677 1.631 -0.238
7 H -1.551 0.164 1.027
8 H -1.577 0.251 -1.517
9 H 1.471 -0.493 0.686
10 N -0.311 1.391 -0.225
11 C -0.593 0.166 0.517
12 C -0.655 0.184 -0.950

Cartesian forces (eV/Å) of the 3 atoms listed first:
H -0.01 0.14 0.02
C 0.49 -0.72 -0.17
C -0.01 0.02 0.05

Properties
Orbital gap ... 10.885 eV



8.
This record from the OMol25 dataset describes 2 unconnected molecules or ions with the total composition C4H6N2 at a distorted geometry. The level of theory is ωB97M-V/def2-TZVPD.

Atoms and positions in Å:
1 H -1.684 1.750 0.744
2 H 2.300 -1.674 -0.260
3 C -1.130 0.924 0.278
4 H 2.738 0.149 0.993
5 H -1.845 -0.540 1.575
6 C 1.953 -0.666 -0.512
7 H 1.351 -0.583 -1.421
8 N 2.186 0.381 0.164
9 H -0.286 1.258 -0.333
10 C -1.069 -0.429 0.797
11 C -1.971 0.021 -0.636
12 N -2.708 -0.488 -1.381

Cartesian forces (eV/Å) of the 3 atoms listed first:
H -0.04 -0.20 -0.16
H -0.03 0.18 0.04
C 0.13 0.00 0.05

Properties
Orbital gap (alpha / beta) ... 8.299 / 8.299 eV



9.
This record from the OMol25 dataset describes C4H6N2 in the gas phase at a distorted geometry. The level of theory is ωB97M-V/def2-TZVPD.

Atoms and positions in Å:
1 H -0.301 1.213 1.940
2 H -0.811 -0.432 2.282
3 C -0.596 0.488 -1.144
4 C -0.178 0.152 0.160
5 N 0.127 -0.294 -2.007
6 H -1.631 1.009 -1.256
7 H 1.937 -0.472 0.535
8 C 1.192 -0.699 -1.403
9 H 1.904 -1.515 -1.809
10 C -0.839 0.375 1.542
11 N 1.016 -0.620 -0.022
12 H -1.820 0.793 1.182

Cartesian forces (eV/Å) of the 3 atoms listed first:
H 0.15 0.56 0.77
H -0.40 -0.02 -0.70
C -2.07 -1.41 3.52

Properties
Orbital gap ... 9.451 eV



10.
This record from the OMol25 dataset describes C4H6N2 in the gas phase at a distorted geometry. The level of theory is ωB97M-V/def2-TZVPD.

Atoms and positions in Å:
1 C -0.317 -0.389 -1.124
2 H -2.382 0.699 -1.126
3 N 0.021 0.373 1.002
4 C 0.624 -0.259 -0.013
5 H 2.535 0.476 0.719
6 H -0.165 -0.792 -2.158
7 C -1.438 0.187 -0.717
8 C 2.090 -0.478 0.207
9 N -1.234 0.538 0.605
10 H 2.162 -1.479 0.867
11 H -1.973 0.932 1.132
12 H 2.557 -0.580 -0.805

Cartesian forces (eV/Å) of the 3 atoms listed first:
C 2.88 -1.20 -1.81
H 1.56 -1.75 0.06
N -0.17 -1.13 -0.26

Properties
Orbital gap ... 10.068 eV



11.
This record from the OMol25 dataset describes C4H6N2 in the gas phase at a distorted geometry. The level of theory is ωB97M-V/def2-TZVPD.

Atoms and positions in Å:
1 C 1.059 -0.721 -0.053
2 H -1.313 1.123 1.515
3 H -1.304 -0.366 -1.240
4 C 1.762 0.512 -0.448
5 N -0.207 -0.512 0.651
6 N 2.296 1.500 -0.725
7 C -0.860 0.787 0.586
8 H -2.280 -0.908 0.220
9 C -1.409 -0.372 -0.153
10 H -0.384 1.572 0.000
11 H 1.728 -1.288 0.602
12 H 0.911 -1.328 -0.955

Cartesian forces (eV/Å) of the 3 atoms listed first:
C 0.11 -0.10 -0.07
H 0.05 -0.09 -0.15
H 0.02 0.02 0.21

Properties
Orbital gap ... 10.746 eV



12.
This record from the OMol25 dataset describes C4H6N2 in the gas phase. The level of theory is ωB97M-V/def2-TZVPD.

Atoms and positions in Å:
1 N 1.732 -0.263 0.026
2 H 0.207 -0.897 -1.318
3 C -1.836 -0.061 0.411
4 C 0.463 -0.913 -0.248
5 H 0.416 -1.931 0.141
6 H -2.263 -1.061 0.440
7 N 1.546 1.096 -0.010
8 C -0.530 0.116 0.223
9 C 0.288 1.339 0.130
10 H -0.068 2.359 0.193
11 H -2.524 0.776 0.465
12 H 2.568 -0.561 -0.454

Cartesian forces (eV/Å) of the 3 atoms listed first:
N 0.14 -0.14 0.01
H 0.56 -0.43 -0.20
C 0.06 0.08 0.01

Properties
Orbital gap ... 9.032 eV



M? In order: 82.1, 82.1, 82.1, 82.1, 82.1, 82.1, 82.1, 82.1, 82.1, 82.1, 82.1, 82.1 g/mol.
DFT total energy? In order: -265.42033, -265.45324, -265.42371, -265.38242, -265.34606, -265.44704, -265.40506, -265.31900, -265.47835, -265.48019, -265.46089, -265.46196 a.u..
Energy above the lowest of the compared OMol25 structures with the same formula, charge and spin? In order: 3.136, 2.240, 3.044, 4.167, 5.157, 2.409, 3.551, 5.893, 1.557, 1.507, 2.032, 2.003 eV.